The following is a quantum chemistry calculation of a 2-piece molecular cluster, C3H5N2 overall at a distorted geometry, from the Open Molecules 2025 dataset.

As for the charge: +1.

Element x y z (Å)
C  -0.5200  1.0518  0.5160
C  0.3842  0.0746  0.2027
C  0.3868  -1.0276  -0.5980
N  1.3803  0.3034  -3.5586
N  0.6073  -0.1483  -2.9363
H  -0.3450  1.7207  1.3887
H  -1.2535  1.2884  -0.2714
H  1.3324  0.1422  0.6316
H  1.3638  -1.4896  -0.7913
H  -0.5142  -1.6906  -0.8473

Cartesian forces, eV/Å:
0.263 0.201 -0.808
-0.626 0.445 0.187
-1.413 -2.121 -0.650
-0.137 -0.038 -0.015
0.169 0.068 -0.179
-0.300 -0.530 -0.839
-0.257 -0.056 0.936
1.547 0.485 1.306
-0.469 0.149 -0.066
1.223 1.398 0.129

---

The following is a quantum chemistry calculation of C3H5N2O as an isolated structure at a distorted geometry, from the Open Molecules 2025 dataset.

As for the charge: +1.

Element x y z (Å)
C  0.3649  1.2731  0.4001
C  -0.2627  -0.3377  -1.1805
C  0.0776  -1.1581  0.9974
N  -0.2131  1.0787  -0.7504
N  0.8657  0.5094  1.2611
O  -0.6267  -1.1205  -0.0369
H  -1.0269  -0.5179  -1.9395
H  0.6625  -0.7609  -1.4793
H  -0.5222  -1.5705  1.7876
H  -0.7522  1.8040  -1.2263
H  1.4330  0.8003  2.1666

Cartesian forces, eV/Å:
0.514 1.610 0.595
-0.611 0.253 -0.096
1.903 1.656 1.080
0.103 -1.474 -0.077
-0.280 -1.294 1.143
-1.795 0.285 -1.144
0.111 0.195 0.267
1.211 0.340 -0.524
0.187 -0.168 1.025
0.263 -0.359 0.299
-1.606 -1.044 -2.569

---

The following is a quantum chemistry calculation of an isolated ion of composition C3H5N2O and charge +1 at a distorted geometry, from the Open Molecules 2025 dataset.

As for the charge: +1. The structure (SMILES) is C[n+]1cocn1.

Element x y z (Å)
C  1.9060  -0.6158  0.0078
C  0.5577  1.0268  -0.0077
C  -1.6319  -0.1437  -0.0061
N  0.4934  -1.1596  -0.0057
N  -0.2015  -0.0636  -0.0114
O  1.8232  0.6712  0.0017
H  2.7935  -1.2126  0.0315
H  0.2514  2.0569  -0.0024
H  -2.0236  -0.2088  -1.0221
H  -1.9018  -1.0630  0.5124
H  -2.0663  0.7121  0.5020

Cartesian forces, eV/Å:
-6.817 -3.453 -0.102
-1.079 -0.344 -0.004
-1.487 -0.259 -0.039
6.882 0.430 0.073
1.279 2.086 0.013
0.402 1.088 0.030
0.381 0.086 -0.020
0.053 0.087 -0.008
0.218 0.081 0.010
0.055 0.142 0.037
0.114 0.055 0.010

---

These records have M values of 69.09 85.09 85.09 g/mol, in the order they appear.
These records have E_tot values of -6162.503 -8207.668 -8210.473 eV, in the order they appear.
These records have ΔE to the lowest compared entry with this formula, charge and spin values of 327.0 533.1 262.5 kJ/mol, in the order they appear.